No. 1
{
  "formula": "C6H7NO2",
  "method": "wB97M-V/def2-TZVPD",
  "e_above_lowest_kcal_mol": 10.54,
  "spin_multiplicity": 3,
  "lumo_ev": [0.35, -1.41],
  "total_charge": 0,
  "homo_energy_ev": [-5.72, -9.58],
  "s_squared": 2.02,
  "elements": ["C", "C", "C", "C", "C", "C", "N", "O", "O", "H", "H", "H", "H", "H", "H", "H"],
  "positions_angstrom": [[0.27705, 1.89408, -0.15705], [1.13306, 1.04347, -0.71083], [-1.11274, 1.43766, 0.22297], [0.17100, -1.35923, 1.74571], [0.76726, -0.43598, -0.94975], [-0.55029, -0.77971, -0.27416], [-1.41211, 0.17449, 0.17458], [-0.47644, -2.25882, 2.22612], [-1.13165, -1.83534, -0.88009], [0.74196, 2.85581, 0.00655], [2.13627, 1.37613, -0.99400], [-1.82892, 2.00029, 0.60598], [1.00642, -0.75875, 2.03608], [0.68879, -0.50878, -2.00496], [1.56859, -0.86906, -0.52363], [-1.97824, -1.97625, -0.52353]],
  "nbo_charge": [-0.2922, -0.1858, 0.0105, 0.3469, -0.5297, 0.5679, -0.5496, -0.4443, -0.6518, 0.2193, 0.2042, 0.1780, 0.1638, 0.2458, 0.2234, 0.4936]
}

No. 2
{
  "formula": "C6H7NO2S",
  "method": "wB97M-V/def2-TZVPD",
  "e_above_lowest_kcal_mol": 129.44,
  "spin_multiplicity": 1,
  "lumo_ev": [-1.03, -1.15],
  "total_charge": 0,
  "homo_energy_ev": [-7.73, -7.76],
  "elements": ["C", "C", "C", "C", "C", "C", "N", "O", "O", "S", "H", "H", "H", "H", "H", "H", "H"],
  "positions_angstrom": [[-1.18848, 2.60003, 0.53178], [-1.61318, 1.60708, -0.03757], [1.88196, 0.74510, -0.07373], [-0.09246, -1.87503, 0.00930], [-2.20402, 0.58907, -0.81145], [1.36267, -0.10631, 0.89039], [0.52848, -1.14019, 0.96397], [1.37800, 0.60001, -1.37209], [2.49442, 1.78237, 0.20992], [-2.24288, -0.94537, -0.11351], [-0.77875, 3.54172, 0.77327], [0.49164, -1.91160, -0.98834], [-0.58264, -2.87268, 0.20317], [-2.41398, 0.99122, -1.77075], [1.59809, 0.31624, 1.87764], [0.31801, -1.29926, 1.89579], [1.56118, 1.37440, -1.90481]],
  "nbo_charge": [-0.2080, -0.0710, 0.6706, -0.2389, -0.4037, -0.1276, -0.4444, -0.7204, -0.5894, 0.0698, 0.2386, 0.2356, 0.2332, 0.2253, 0.2178, 0.4125, 0.5001]
}